# C3H2N2O2

An isolated molecule of C3H2N2O2 (ωB97M-V with the def2-TZVPD basis set, OMol25).

Properties
HOMO-LUMO gap (spin up / spin down) = 7.902 / 7.330 eV
E_tot = -375.34243 a.u.
LUMO energy (spin up / spin down) = -2.2 / -2.7 eV
strongest force on any atom = 0.7 eV Å⁻¹
HOMO (spin up / spin down) = -10.08 / -10.04 eV
net charge = 0
energy above the lowest of the compared OMol25 structures with the same formula, charge and spin = 444.0 kJ/mol

Geometry as XYZ:
```
9
C3H2N2O2 (ωB97M-V with the def2-TZVPD basis set)
O 0.5979 -1.9109 -1.8077
O 1.4163 -0.5624 0.6448
N -0.6082 0.4760 0.2534
N 0.6093 1.5521 1.4861
C 0.3376 -0.4800 0.0870
C -0.2700 1.7683 0.6513
C -0.1221 -1.5445 -0.9184
H -1.1354 -1.9551 -0.7478
H -0.8253 2.6564 0.3515
```